Formula: C2H4N2O2
Source: the OMol25 dataset
Level of theory: ωB97M-V with the def2-TZVPD basis set

Values from the calculation:
E_tot in Ha: -338.5704
F_max in eV/Å: 4.5
Energy relative to the best compared isomer or geometry (same formula, charge and spin) in kcal per mole: 52.0
LUMO energy in eV: 0.74
2S+1: 1

The geometry in XYZ format:
```
10
Properties=species:S:1:pos:R:3:forces:R:3
O 0.483862 1.498242 -1.877670 -0.8 0.2 -0.2
C -0.655071 1.557116 -1.624680 3.9 -0.4 -0.5
O -1.741385 1.597556 -1.316211 -3.2 0.2 0.6
C -0.742585 -0.510829 1.127760 0.6 1.6 1.8
N -0.055746 -1.080111 0.279457 -0.2 -1.8 -2.8
N 1.226599 -0.798141 0.155450 0.1 -2.1 -4.0
H -0.188450 0.163387 1.767156 -0.4 0.6 0.8
H -1.785756 -0.593438 1.154928 -1.2 -0.4 0.2
H 1.726858 -0.462420 0.881390 1.9 1.4 3.0
H 1.731674 -1.371362 -0.547579 -0.7 0.7 1.2
```
Positions in Å, forces in eV/Å.


Formula: C9H9N3OS
Source: the OMol25 dataset
Level of theory: ωB97M-V with the def2-TZVPD basis set

Values from the calculation:
E_tot in Ha: -985.7986
F_max in eV/Å: 4.2
Energy relative to the best compared isomer or geometry (same formula, charge and spin) in kcal per mole: 145.6
LUMO energy (alpha / beta) in eV: -1.84 / -1.84
2S+1: 1

The geometry in XYZ format:
```
23
Properties=species:S:1:pos:R:3:forces:R:3
C 0.769939 -3.806110 1.190399 -3.0 2.2 -0.3
C -0.269770 -2.879536 1.181602 1.0 -3.0 1.5
C 1.765707 -3.641664 0.240752 3.5 -2.3 0.0
C 0.925173 -1.783529 -0.638951 0.6 2.2 -0.3
C 0.982400 -0.743657 -1.554125 0.2 0.7 0.4
C -0.153155 -1.780502 0.334490 -0.9 1.6 -1.7
C -0.571635 3.783158 -0.016224 0.5 -0.4 2.8
C 0.474645 2.785953 -0.593070 0.4 0.6 -0.5
C -1.420191 2.471743 0.186456 -1.1 0.6 1.9
N 1.936006 -2.707068 -0.576418 -0.2 0.9 -2.1
N -1.047776 -0.818276 0.239463 -0.4 0.2 0.8
N -0.202248 1.649747 0.040396 -0.4 -1.9 -0.4
O -1.560605 0.487342 -1.889675 -0.1 0.1 -0.6
S -0.529775 0.229002 -0.929414 0.6 -1.0 1.5
H 0.878191 -4.694542 1.745228 -0.7 -0.7 1.0
H -1.182299 -3.050190 1.718025 -0.1 0.2 0.5
H 2.546330 -4.437297 0.187639 -0.5 0.5 0.3
H -0.292801 4.163972 1.039793 -0.1 -0.7 -1.7
H -0.905690 4.690907 -0.547793 -0.1 -1.0 -0.3
H 0.395466 2.816875 -1.701459 0.6 -0.3 0.6
H 1.453039 2.709579 -0.136348 0.6 1.0 -0.8
H -2.034423 2.311596 1.174475 1.2 0.3 -2.0
H -1.956528 2.242497 -0.695241 -1.6 0.3 -0.7
```
Positions in Å, forces in eV/Å.